Density functional theory data (ωB97M-V with the def2-TZVPD basis set) for one molecule with the formula C7H3N at a distorted geometry.

Structure (SMILES): C#CC(=C)C#CC#N
Total energy in eV: -8790.6393
Highest occupied orbital energy in eV: -9.3
Net charge: 0
HOMO-LUMO gap in eV: 8.27
ΔE to the lowest compared entry with this formula, charge and spin in kcal/mol: 41.8

Geometry (Å):
C  -1.79  1.67  0.11
C  -1.21  0.41  -0.10
C  -1.89  -0.69  0.11
C  -2.80  -1.50  -0.03
C  0.17  0.23  -0.27
C  1.40  0.14  -0.27
C  2.80  -0.25  -0.12
H  -1.22  2.59  -0.04
H  -2.85  1.70  0.76
H  -3.70  -2.11  0.34
N  3.95  -0.33  0.33